A structure of composition C31H45BrN2P2Sn at a distorted geometry. Source: the Open Molecules 2025 dataset; level of theory: ωB97M-V with the def2-TZVPD basis set.

```
82
C31H45BrN2P2Sn ωB97M-V with the def2-TZVPD basis set
C -8.3093 -2.6599 -2.5568
C -7.1397 -3.2184 -3.1034
C -7.3954 -4.2511 -4.0277
C -8.7010 -4.5899 -4.4367
N -9.7661 -3.9543 -3.9271
C -9.6015 -3.0179 -2.9868
C -5.8296 -2.7538 -2.7327
C -4.7548 -2.3524 -2.2806
C -3.8693 -2.3063 -1.1692
C -3.2978 -1.0417 -0.7767
C -2.3522 -1.1377 0.2498
C -1.9894 -2.3127 0.8802
C -2.7488 -3.4757 0.6512
C -3.5161 -3.5197 -0.5233
Sn -1.9317 -1.7748 -2.7502
P 0.5042 0.7619 -2.5053
H -6.6062 -4.8156 -4.4804
H -8.2621 -1.9121 -1.7920
H -8.9259 -5.3760 -5.1979
H -10.5287 -2.5457 -2.5908
H -3.9188 -4.4584 -0.9500
H -3.6614 -0.0729 -1.1373
H -2.7803 -4.3361 1.3368
H -1.8004 -0.2542 0.4496
C 2.2454 1.3714 -2.3960
C 3.0016 1.7005 -3.7000
H 2.7743 0.5896 -1.8117
H 2.2003 2.2813 -1.7645
H 3.9407 2.2167 -3.4564
H 3.2588 0.8022 -4.2827
H 2.4384 2.3932 -4.3429
C 0.3146 0.3489 -4.3094
C -1.1026 0.5386 -4.8873
H 0.7067 -0.7023 -4.4300
H 1.0214 1.0160 -4.8416
H -1.2452 -0.2081 -5.6793
H -1.9021 0.4543 -4.1259
H -1.1878 1.5230 -5.3656
C -0.3211 2.3975 -2.4624
C 0.1193 3.4587 -3.4619
H -0.1719 2.7653 -1.4448
H -1.3945 2.2188 -2.5703
H -0.5799 4.3095 -3.4359
H 1.1104 3.8722 -3.2494
H 0.1224 3.1146 -4.5019
Br -0.2981 -2.3890 1.5257
P 1.5282 -4.2971 -2.3888
C 1.8599 -2.9694 -3.5909
C 3.1428 -3.2410 -4.4039
H 1.9202 -2.0419 -3.0030
H 0.9719 -2.9126 -4.2503
H 3.2139 -2.5097 -5.2189
H 4.0505 -3.1810 -3.7886
H 3.1141 -4.2455 -4.8400
C 2.3001 -4.0136 -0.7255
C 2.8565 -5.3221 -0.0667
H 1.5333 -3.4900 -0.1110
H 3.1512 -3.3288 -0.9209
H 3.2372 -5.0979 0.9516
H 2.1196 -6.1346 -0.0101
H 3.6996 -5.6812 -0.6831
C -0.2223 -4.7939 -2.2425
C -0.4678 -5.8897 -3.3188
H -0.9785 -3.9785 -2.4808
H -0.4157 -5.1257 -1.1956
H -1.5307 -6.1616 -3.2563
H -0.2816 -5.4137 -4.2936
H 0.1928 -6.7709 -3.2174
C -1.1889 3.7368 4.4402
C -0.8808 2.7563 3.3602
C -0.1190 3.0751 2.2318
C 0.1148 2.1144 1.2493
N -0.3686 0.8874 1.3192
C -1.0772 0.5789 2.4140
C -1.3359 1.4556 3.4666
H -0.3034 4.3453 4.6523
H -2.0041 4.4019 4.1197
H -1.5289 3.2048 5.3437
H 0.2704 4.0684 2.1027
H 0.6467 2.3588 0.3449
H -1.5416 -0.4109 2.4698
H -1.9259 1.0552 4.2919
```

## Properties
**DFT total energy**: -4787.99259 Ha
**Net charge**: +2
**HOMO energy**: -12.29 eV
**Orbital gap**: 0.1553 hartree

---

The ion C5H12N with charge +1 at a distorted geometry. Source: the Open Molecules 2025 dataset; level of theory: ωB97M-V with the def2-TZVPD basis set.

```
18
C5H12N ωB97M-V with the def2-TZVPD basis set
C -1.4886 0.7229 0.9770
C -1.1722 -0.2155 -0.2266
C -0.0009 -1.2618 -0.1495
C 1.2472 -1.2263 -0.7009
C 1.6554 -0.0604 -1.5960
N -0.1978 1.3414 1.4335
H -1.9054 0.2032 1.8255
H -2.1158 1.4092 0.5950
H -1.1151 0.3326 -1.1502
H -2.1792 -0.5668 -0.5306
H -0.3481 -1.8606 0.7068
H 1.9231 -2.0466 -0.4375
H 2.7417 0.1764 -1.4133
H 1.0528 0.8311 -1.4954
H 1.6250 -0.3015 -2.7359
H -0.3937 2.2577 1.9750
H 0.4086 1.5602 0.5756
H 0.2452 0.8629 2.2265
```

## Properties
**SMILES**: C/C=C\CC[NH3+]
**DFT total energy**: -252.14656 Ha
**Net charge**: +1
**HOMO energy**: -13.27 eV
**Orbital gap**: 0.3468 hartree

---

A structure of composition C3H5CuLiO at a distorted geometry. Source: the Open Molecules 2025 dataset; level of theory: ωB97M-V with the def2-TZVPD basis set.

```
11
C3H5CuLiO ωB97M-V with the def2-TZVPD basis set
C 1.4261 0.3895 -0.2992
O 2.2727 -0.5143 -0.5800
Cu 3.1670 -2.4393 -0.3037
H 1.9274 1.3879 -0.1463
Li -0.1551 -0.0674 -1.6653
C -1.6436 0.7662 0.1719
C -1.1567 -0.3633 0.7508
H -2.5410 0.7172 -0.4510
H -1.2869 1.7815 0.3563
H -1.5715 -1.3622 0.5969
H -0.4383 -0.2958 1.5696
```

## Properties
**DFT total energy**: -1840.16470 Ha
**Net charge**: +1
**HOMO energy**: -10.78 eV
**Orbital gap**: 0.1922 hartree

---

A structure of composition C20H35IrN5OS4. Source: the Open Molecules 2025 dataset; level of theory: ωB97M-V with the def2-TZVPD basis set.

```
66
C20H35IrN5OS4 ωB97M-V with the def2-TZVPD basis set
Ir -0.9483 -0.0815 -1.1741
C 0.6553 -4.4156 -1.5360
C 0.5070 -2.9307 -1.3502
S -1.0860 -2.2998 -1.7909
C 1.4992 -2.1380 -0.8923
C 2.8601 -2.6537 -0.5162
S 1.2846 -0.4016 -0.6538
H -0.1977 -4.8294 -2.0714
H 0.7186 -4.9244 -0.5720
H 1.5589 -4.6634 -2.0963
H 3.3510 -3.1550 -1.3547
H 2.7974 -3.3780 0.2976
H 3.5076 -1.8415 -0.1902
C -4.5021 1.4717 -3.5015
C -3.6769 0.8352 -2.4984
N -3.0444 0.3173 -1.6907
H -4.1194 2.4720 -3.6978
H -5.5309 1.5296 -3.1523
H -4.4584 0.8868 -4.4186
N -1.2945 -0.4847 0.8288
C -0.9185 -0.5856 1.9195
N -0.4752 -0.7062 3.1320
C 0.8916 -1.1845 3.3668
C 1.6062 -0.2105 4.2897
C 0.8124 -0.0188 5.5790
C -0.6059 0.4589 5.2768
C -1.3127 -0.4816 4.3084
H 1.3852 -1.2889 2.4009
H 0.8223 -2.1727 3.8362
H 1.7159 0.7485 3.7769
H 2.6077 -0.5865 4.5008
H 1.3128 0.7016 6.2261
H 0.7712 -0.9643 6.1260
H -0.5649 1.4613 4.8437
H -1.1941 0.5218 6.1935
H -2.2739 -0.0853 3.9789
H -1.4944 -1.4504 4.7859
O -0.6615 2.0406 -0.5773
S -1.4925 3.2382 -0.1884
C -2.9931 2.6391 0.6532
C -3.0669 3.3893 1.9745
C -1.6405 3.3641 2.5196
C -0.7539 3.8313 1.3717
H -2.8250 1.5715 0.7980
H -3.8493 2.7851 0.0015
H -3.7872 2.9270 2.6489
H -3.3850 4.4209 1.8084
H -1.3729 2.3420 2.7974
H -1.5186 3.9962 3.3982
H 0.2552 3.4243 1.3746
H -0.7003 4.9171 1.3038
S -0.5992 0.6200 -3.4312
C 0.9437 -0.0197 -3.8981
N 1.1223 -1.3237 -3.9682
C 2.3871 -1.9292 -4.3450
C 3.5139 -0.9894 -3.9435
C 3.2694 0.3790 -4.5683
N 1.9216 0.8164 -4.2247
H 0.3488 -1.8964 -3.6427
H 2.3956 -2.1037 -5.4249
H 2.4631 -2.8953 -3.8423
H 4.4728 -1.3866 -4.2671
H 3.5228 -0.8918 -2.8555
H 3.3857 0.3446 -5.6553
H 3.9674 1.1188 -4.1748
H 1.7099 1.7983 -4.1522
```

## Properties
**DFT total energy**: -2829.06191 Ha
**Net charge**: +1
**HOMO energy**: -8.67 eV
**Orbital gap**: 0.2500 hartree

---

A structure of composition N6O18V at a distorted geometry. Source: the Open Molecules 2025 dataset; level of theory: ωB97M-V with the def2-TZVPD basis set.

```
25
N6O18V ωB97M-V with the def2-TZVPD basis set
V -0.3404 -0.3877 0.1544
N -2.3242 -2.3473 -0.5379
O -2.3522 -1.2297 -0.1291
O -2.1984 -2.3435 -1.6889
O -2.1154 -3.2774 0.1735
N 0.0729 -0.2832 3.3001
O -0.5638 -0.7519 2.3251
O 0.7576 -1.1905 3.7459
O -0.1542 0.8204 3.8276
N 0.7834 0.9700 -2.7893
O 0.3107 0.2722 -3.6831
O 0.4600 0.5100 -1.6419
O 1.4094 2.0369 -2.7224
N 1.2592 -2.6300 -1.7955
O 0.8491 -2.3662 -2.8583
O 2.2426 -3.2198 -1.8311
O 0.8055 -2.3667 -0.7464
N 2.0070 1.7489 0.7544
O 3.1293 1.7278 1.3126
O 1.4161 0.7326 0.8993
O 1.6464 2.6666 0.0614
N -1.7962 2.7554 1.0446
O -1.4588 1.5876 0.7254
O -0.7793 3.5543 1.2950
O -3.0665 3.0115 0.8047
```

## Properties
**DFT total energy**: -2625.98337 Ha
**Net charge**: -3
**Spin multiplicity**: 5
**HOMO energy (spin up / spin down)**: 0.47 / 0.42 eV
**Orbital gap (spin up / spin down)**: 0.2633 / 0.1099 hartree

---

The molecule C15H14ClF8IN2O2 at a distorted geometry. Source: the Open Molecules 2025 dataset; level of theory: ωB97M-V with the def2-TZVPD basis set.

```
43
C15H14ClF8IN2O2 ωB97M-V with the def2-TZVPD basis set
N 4.1564 -0.2034 -1.4051
C 2.8368 0.3246 -1.1347
C 2.6602 0.8874 0.3059
O 2.8508 -0.0811 1.3415
C 1.9895 -1.1745 1.2956
I 1.4955 -1.6126 3.3870
C 2.6446 -2.4587 0.7260
C 1.9711 -2.9380 -0.5471
O 2.5576 -3.2421 -1.5477
Cl 0.1625 -3.0135 -0.5714
C 1.4003 1.7556 0.4746
N 0.1696 1.2246 -0.1203
C -0.9367 1.1514 0.7443
F -0.7232 0.3711 1.8568
F -1.1727 2.4136 1.2197
C -2.1957 0.6586 0.0499
C -2.6115 1.2393 -1.1201
C -3.7640 0.8194 -1.7226
C -4.4966 -0.1885 -1.1625
C -4.0738 -0.7712 0.0041
C -4.8916 -1.8597 0.6548
F -6.0301 -1.2939 1.1495
F -5.2953 -2.7885 -0.2175
F -4.2900 -2.4259 1.6988
C -2.9182 -0.3557 0.6160
C 1.6052 3.2283 -0.0190
F 2.6835 3.3919 -0.8013
F 1.6586 4.0607 1.0265
F 0.5611 3.6450 -0.7487
H 4.3002 -1.1266 -1.0259
H 4.8835 0.4372 -1.1219
H 2.7278 1.2076 -1.7773
H 2.0332 -0.3588 -1.4264
H 3.5095 1.5685 0.4197
H 1.0252 -0.9875 0.8315
H 2.4931 -3.2733 1.4401
H 3.7224 -2.3729 0.5996
H 1.2234 1.8511 1.5516
H 0.2924 0.3770 -0.6553
H -2.0244 2.0337 -1.5686
H -4.1247 1.2846 -2.6316
H -5.4262 -0.5413 -1.5964
H -2.6392 -0.8635 1.5281
```

## Properties
**SMILES**: NC[C@H](O[C@H](I)CC(=O)Cl)[C@H](NC(F)(F)c1cccc(C(F)(F)F)c1)C(F)(F)F
**DFT total energy**: -2396.83960 Ha
**Net charge**: 0
**HOMO energy**: -9.74 eV
**Orbital gap**: 0.3518 hartree

---

Among the records above, which one has the highest DFT total energy?
C5H12N